Version w
DFT (the ωB97M-V functional and the def2-TZVPD basis) results for an isolated ion of composition C4H8N3 and charge +1.

Calculated values
SMILES string = C=[NH+]/C=C\C=N\N
LUMO (alpha / beta) = -5.21 / -5.21 eV
frontier orbital gap (alpha / beta) = 7.45 / 7.45 eV

```
! RIJCOSX wB97M-V def2-TZVPD def2/J DEFGRID3
* xyz 1 1
C -0.6586 -1.7222 -0.1528
N -1.6670 -1.0087 0.0710
C -1.7266 0.3029 0.1253
C -0.7785 1.3061 -0.1471
C 0.6805 1.2748 -0.1398
N 1.2329 0.1635 0.2660
N 2.5658 0.0154 0.2451
H -0.7682 -2.7028 -0.4381
H 0.2998 -1.0767 -0.2276
H -2.6151 -1.3991 0.1969
H -2.7893 0.6593 0.3246
H -1.1741 2.2430 -0.2228
H 1.3067 2.0637 -0.5328
H 2.9089 -0.8079 0.8534
H 3.1828 0.6886 -0.2213
*
```

Version x
DFT (the ωB97M-V functional and the def2-TZVPD basis) results for an isolated ion of composition C4H8N3 and charge +1.

Calculated values
SMILES string = C/N=C/[C@H]1C=[N+]1N
LUMO = -4.73 eV
frontier orbital gap = 9.07 eV

```
! RIJCOSX wB97M-V def2-TZVPD def2/J DEFGRID3
* xyz 1 1
C 2.8653 -0.7045 -0.5498
N 1.4389 -0.6669 -0.8614
C 0.6122 -0.3269 -0.0043
C -0.8031 -0.3203 -0.3116
C -1.9760 -0.7179 0.5043
N -1.8144 0.5423 0.3733
N -2.3797 1.7705 0.4761
H 3.1677 -1.2035 0.3818
H 3.3521 -1.3161 -1.2768
H 3.1384 0.3017 -0.6190
H 0.8863 -0.1955 0.9765
H -0.8292 -0.2844 -1.4907
H -2.5848 -1.3121 1.1295
H -3.1306 1.8300 1.1303
H -1.9432 2.6035 0.1418
*
```

Version y
DFT (the ωB97M-V functional and the def2-TZVPD basis) results for C4H8N3 as an isolated structure.

Calculated values
LUMO (alpha / beta) = -5.73 / -5.73 eV
frontier orbital gap (alpha / beta) = 7.35 / 7.35 eV

```
! RIJCOSX wB97M-V def2-TZVPD def2/J DEFGRID3
* xyz 1 1
C 1.6107 -1.0692 -0.6532
C 1.2954 0.3179 0.7804
C 0.4442 -0.4338 -0.1790
C -2.8845 0.2884 -0.0130
N -1.1364 -1.2718 0.6261
N -2.1570 -0.7850 0.4470
N 2.4242 -0.4493 0.3560
H 1.5727 -2.1042 -0.8011
H 1.7438 -0.6336 -1.5969
H 1.4547 1.3398 0.8251
H 0.8524 0.2276 1.8478
H -3.5268 0.1211 -0.9586
H -2.0990 0.9889 -0.3924
H -3.6998 0.6697 0.6244
H 3.2954 -0.0006 0.1218
*
```

Of the structures shown above, version y is the least stable.